Molecular formula: C15H30MoN6O3S
Method: DFT, ωB97M-V/def2-TZVPD

Last column: Löwdin spin population.
Atoms and positions in Å:
1 Mo -0.43330 0.63156 0.33189  1.73
2 S -1.02988 2.19006 1.99072  0.04
3 O -2.34489 0.10352 -0.52948  0.05
4 O -1.47008 -0.73294 1.78011  0.01
5 O -1.03957 2.29472 -0.90272  0.03
6 N 1.40324 1.26607 2.73041  -0.02
7 N 0.19824 2.34583 4.34684  -0.01
8 N 1.35104 0.97724 1.39581  -0.03
9 N 1.99936 -4.70654 -1.54752  0.00
10 N 0.31163 -1.70622 0.16455  0.00
11 N 1.09983 0.75996 -1.16589  0.00
12 C -2.92209 -0.66932 1.65172  0.00
13 C 1.08455 -2.42639 -0.88250  0.00
14 C 0.90177 0.78829 -2.49142  0.02
15 C 3.46859 0.86538 -1.53112  0.02
16 C 1.34613 -3.88301 -0.46149  0.00
17 C 3.25276 0.90454 -2.91019  0.01
18 C -2.94123 1.04055 -1.49093  0.00
19 C -0.38168 3.61649 -0.85619  0.01
20 C -2.48648 2.40795 -1.08035  0.00
21 C 2.47093 0.89403 0.76002  0.09
22 C -3.23345 -0.81325 0.19067  0.00
23 C 2.37740 0.79499 -0.69076  0.00
24 C -1.08370 -0.92536 3.18435  0.01
25 C 1.95476 0.85881 -3.39217  0.01
26 C 0.31558 1.89138 3.11345  0.00
27 H 0.41796 -4.39598 -0.21066  0.00
28 H -4.27056 -0.54785 -0.00762  0.00
29 H 0.51237 -2.39001 -1.81104  0.00
30 H 2.01046 -3.93862 0.40063  0.00
31 H 2.10892 -5.68063 -1.23595  0.00
32 H 0.80013 -1.78496 1.05724  0.00
33 H -1.44326 -1.90333 3.49730  0.00
34 H -3.04960 -1.81617 -0.19307  0.00
35 H -3.26141 0.28311 2.06346  0.00
36 H 2.93898 -4.37581 -1.79087  0.00
37 H 4.09120 0.98666 -3.59123  0.00
38 H -3.36590 -1.48515 2.22415  0.00
39 H -0.12352 0.77525 -2.83466  0.00
40 H -1.53430 -0.14286 3.79264  0.00
41 H -2.68624 3.14176 -1.86239  0.00
42 H -4.02590 0.95227 -1.47629  0.00
43 H -0.60240 2.87955 4.65221  0.00
44 H -0.80959 4.20508 -0.04893  0.00
45 H 0.67644 3.44019 -0.68886  0.00
46 H 1.44806 -4.73950 -2.41167  0.00
47 H -2.93329 2.75025 -0.14407  0.00
48 H -0.57789 -2.17624 0.31498  0.00
49 H -2.57727 0.75972 -2.47789  0.00
50 H 4.46819 0.92042 -1.11820  0.00
51 H 0.98756 2.27881 4.97903  0.00
52 H 3.40984 1.01298 1.29262  0.00
53 H -0.00010 -0.87026 3.24336  0.00
54 H -0.54720 4.08875 -1.82188  0.00
55 H 1.74522 0.90182 -4.45281  0.00
56 H 2.02365 -1.89756 -1.04735  0.00

Cartesian forces, eV/Å:
Mo -0.222 -0.251 -0.017
S 0.002 0.107 -0.005
O -0.081 0.048 -0.027
O -0.077 0.001 0.123
O -0.023 0.110 0.162
N -0.225 -0.043 -0.188
N -0.026 -0.018 -0.044
N 0.261 0.065 0.075
N 0.002 0.014 0.008
N -0.035 0.117 -0.024
N 0.176 0.054 -0.030
C 0.018 -0.028 0.038
C 0.001 0.006 -0.011
C 0.089 -0.027 -0.005
C 0.032 -0.017 -0.104
C 0.018 -0.048 -0.031
C 0.072 0.004 0.073
C -0.030 -0.074 -0.023
C -0.033 -0.119 -0.109
C 0.081 0.047 -0.031
C 0.019 0.038 -0.103
C -0.003 0.048 -0.068
C -0.082 0.042 0.151
C -0.056 -0.006 -0.043
C -0.106 -0.001 -0.007
C 0.159 0.039 0.197
H -0.012 0.006 -0.019
H 0.002 -0.010 -0.014
H -0.014 0.003 0.011
H -0.014 0.017 0.015
H 0.002 0.005 0.007
H 0.032 -0.073 -0.008
H 0.000 0.003 0.012
H 0.014 -0.014 0.021
H -0.006 0.014 -0.019
H -0.004 0.002 0.001
H -0.001 -0.002 0.000
H 0.021 -0.015 -0.007
H -0.021 0.010 -0.009
H -0.001 -0.004 0.008
H 0.020 -0.005 -0.004
H 0.002 -0.001 0.042
H -0.001 -0.010 0.011
H -0.005 0.009 0.017
H -0.001 0.012 0.010
H -0.003 -0.012 0.006
H -0.016 -0.018 -0.002
H 0.027 -0.080 0.014
H -0.009 0.016 -0.015
H 0.000 0.010 -0.005
H 0.006 0.024 -0.002
H 0.011 0.023 -0.034
H -0.001 -0.020 0.001
H 0.018 0.020 0.003
H 0.008 -0.006 -0.001
H 0.012 -0.011 -0.001

Values from the calculation:
E: -1608.72515 Eh
2S+1: 3
Relative energy (zero: lowest compared OMol25 entry of this formula, charge and spin): 431.6 kJ/mol
LUMO level (spin up / spin down): -12.87 / -13.76 eV
F_max: 0.3 eV/A
Frontier orbital gap (spin up / spin down): 7.3 / 6.6 eV
Charge: +4